[1]
C17H19NO | wB97M-V/def2-TZVPD

energy relative to the best compared isomer or geometry (same formula, charge and spin): 273.3 kJ/mol
calculated total energy: -789.13303 hartree
highest occupied orbital energy: -7.6 eV
Kohn-Sham gap: 8.45 eV
SMILES string: Cc1c[nH]c2ccccc12.CCc1ccc(O)cc1

Structure (ORCA input):
```
! RIJCOSX wB97M-V def2-TZVPD def2/J DEFGRID3
* xyz 0 1
C -0.11 2.26 -1.55
C -1.32 2.97 -0.97
C 0.92 1.87 -0.50
C 0.39 1.17 0.64
C 2.29 2.06 -0.64
C 1.19 1.24 1.79
C 3.15 1.93 0.44
C 2.55 1.51 1.64
O 3.50 1.34 2.62
H -0.43 1.38 -2.12
H 0.55 2.78 -2.26
H -0.98 3.84 -0.36
H -0.66 0.96 0.63
H 2.61 2.01 -1.69
H 0.70 0.96 2.70
H 4.13 2.32 0.30
H 3.25 1.29 3.54
H -1.95 2.34 -0.36
H -1.94 3.32 -1.79
C -3.22 -1.23 -1.38
C -0.96 -1.81 -0.27
C -2.37 -1.96 -0.42
C -0.58 -2.52 0.89
C -2.81 -2.70 0.65
C 0.05 -1.22 -1.09
C 1.35 -1.40 -0.72
C 1.72 -1.97 0.54
C 0.78 -2.67 1.20
N -1.76 -2.97 1.52
H -0.18 -0.78 -2.06
H 2.10 -0.96 -1.38
H 2.79 -2.05 0.64
H -4.19 -1.74 -1.59
H -2.76 -1.24 -2.38
H -3.77 -3.10 0.76
H -1.72 -3.75 2.15
H 1.12 -3.31 2.03
H -3.43 -0.19 -1.15
*
```

---

[2]
C17H20BBrMgN6O5S | wB97M-V/def2-TZVPD

energy relative to the best compared isomer or geometry (same formula, charge and spin): 10.2 kJ/mol
calculated total energy: -4561.87990 hartree
highest occupied orbital energy: -7.5 eV
Kohn-Sham gap: 7.62 eV

Structure (ORCA input):
```
! RIJCOSX wB97M-V def2-TZVPD def2/J DEFGRID3
* xyz 0 1
Mg 0.22 -0.28 0.60
N 1.08 -2.14 1.73
C 0.95 -1.81 3.16
C -0.48 -2.04 3.63
C -1.55 -1.13 2.99
O -2.70 -1.22 3.40
O -1.16 -0.40 2.01
H 0.80 -3.10 1.57
H 2.05 -2.07 1.43
H 1.21 -0.76 3.29
H 1.63 -2.40 3.78
H -0.56 -1.93 4.71
H -0.78 -3.07 3.41
C -2.49 4.03 -1.30
C -1.41 4.03 -0.28
N -0.74 5.07 0.12
N 0.13 4.57 1.04
C 0.05 3.23 1.20
S 0.96 2.19 2.12
N -0.97 2.91 0.36
N -1.33 1.57 0.16
H -2.65 5.06 -1.63
H -3.42 3.65 -0.88
H -2.21 3.43 -2.16
H 0.80 5.17 1.50
H -2.02 1.53 -0.59
H -1.77 1.21 1.02
O -3.22 -4.11 -3.13
C -2.64 -3.18 -2.34
C -2.78 -3.17 -0.95
C -2.12 -2.19 -0.24
N -1.37 -1.24 -0.81
C -1.30 -1.25 -2.13
Br -0.39 0.18 -2.97
C -1.90 -2.19 -2.95
H -3.72 -4.74 -2.59
H -3.38 -3.91 -0.43
H -2.21 -2.14 0.84
H -1.80 -2.14 -4.02
O 2.70 -1.19 -1.42
B 2.12 -0.12 -0.69
O 2.93 1.02 -0.92
C 3.93 0.65 -1.77
C 4.95 1.41 -2.30
C 5.85 0.77 -3.15
C 5.71 -0.58 -3.46
C 4.67 -1.34 -2.92
C 3.79 -0.69 -2.08
H 5.05 2.46 -2.05
H 6.66 1.33 -3.58
H 6.42 -1.05 -4.12
H 4.55 -2.39 -3.15
*
```

---

[3]
C17H20BF4N8O4Tc | wB97M-V/def2-TZVPD

energy relative to the best compared isomer or geometry (same formula, charge and spin): 100.9 kJ/mol
calculated total energy: -1903.95963 hartree
expectation value of S²: 0.842
highest occupied orbital energy (spin up / spin down): -11.6 / -11.6 eV
Kohn-Sham gap (spin up / spin down): 7.60 / 6.99 eV

Structure (ORCA input):
```
! RIJCOSX wB97M-V def2-TZVPD def2/J DEFGRID3
* xyz 1 2
Tc 0.05 0.02 0.36
O 2.64 2.09 -1.94
C 2.16 1.44 -1.05
O 0.88 1.41 -0.71
C 2.94 0.53 -0.15
C 4.30 0.43 -0.02
C 4.81 -0.43 0.93
C 3.95 -1.17 1.73
C 2.59 -1.03 1.53
N 2.11 -0.22 0.59
C 1.48 -1.65 2.33
O 1.66 -2.52 3.13
O 0.32 -1.11 2.01
H 4.93 1.05 -0.64
H 5.88 -0.52 1.08
H 4.29 -1.83 2.52
N -3.47 -2.33 1.18
C -2.91 -1.13 1.09
N -1.71 -1.28 0.58
C -1.59 -2.62 0.36
N -2.65 -3.30 0.71
C -0.37 -3.14 -0.24
C -0.01 -4.49 -0.22
N 1.12 -4.90 -0.77
C 1.90 -3.98 -1.33
C 1.55 -2.64 -1.34
N 0.41 -2.22 -0.80
H -4.38 -2.58 1.52
H -3.37 -0.20 1.41
H -0.65 -5.22 0.25
H 2.83 -4.32 -1.78
H 2.19 -1.89 -1.80
F -1.67 1.31 0.09
B -3.04 1.75 -0.42
F -3.50 0.65 -1.20
F -2.77 2.85 -1.23
F -3.81 1.98 0.68
C -0.73 3.20 -4.43
C -0.70 1.67 -4.36
C 0.70 1.13 -4.67
C -1.75 1.06 -5.29
N -1.07 1.33 -2.97
N -1.15 0.12 -2.51
H -0.53 3.52 -5.45
H 0.03 3.63 -3.78
H -1.72 3.58 -4.14
H 1.00 1.49 -5.66
H 0.71 0.04 -4.70
H 1.42 1.49 -3.94
H -1.54 1.36 -6.31
H -2.76 1.40 -5.03
H -1.73 -0.04 -5.25
H -1.51 2.04 -2.37
H -0.79 -0.58 -3.15
H -2.05 -0.11 -2.08
*
```

---

[4]
C17H20Br2Cl2F2N2O8S | wB97M-V/def2-TZVPD

calculated total energy: -8037.55267 hartree
highest occupied orbital energy: -10.6 eV
Kohn-Sham gap: 10.58 eV
SMILES string: CC[C@@H](Br)[C@@](Cl)(C#N)[C@](Br)(C#N)CCCCS(=O)(=O)Cl.O=C1OC[C@@H](F)O1.O=C1OC[C@@H](F)O1

Structure (ORCA input):
```
! RIJCOSX wB97M-V def2-TZVPD def2/J DEFGRID3
* xyz 0 1
C 2.74 0.60 1.73
C 1.95 -0.17 0.67
C 0.63 -0.76 1.14
Br -0.33 0.49 2.28
C -0.25 -1.25 -0.05
Cl -1.02 0.12 -0.91
C 0.64 -1.88 -1.06
N 1.31 -2.36 -1.85
C -1.34 -2.31 0.33
Br -0.39 -3.97 0.84
C -2.11 -2.66 -0.87
N -2.74 -2.96 -1.78
C -2.26 -2.00 1.53
C -3.24 -0.83 1.46
C -4.52 -1.09 0.67
C -5.48 0.10 0.73
S -5.14 1.38 -0.46
O -6.34 2.12 -0.70
O -4.35 0.87 -1.53
Cl -3.90 2.60 0.62
H 2.73 0.10 2.70
H 2.38 1.63 1.85
H 3.79 0.66 1.40
H 2.57 -1.00 0.33
H 1.75 0.48 -0.19
H 0.81 -1.64 1.76
H -1.61 -1.89 2.39
H -2.84 -2.92 1.70
H -2.76 0.08 1.11
H -3.53 -0.63 2.50
H -4.30 -1.31 -0.38
H -5.05 -1.95 1.07
H -5.44 0.59 1.71
H -6.51 -0.18 0.51
C -2.83 0.98 -4.68
C -2.42 1.78 -5.90
O -1.16 2.30 -5.52
C -0.63 1.50 -4.56
O 0.49 1.55 -4.18
O -1.56 0.62 -4.13
F -3.27 2.81 -6.15
H -3.37 1.60 -3.97
H -3.41 0.09 -4.90
H -2.31 1.20 -6.81
C 8.40 0.74 3.31
C 7.59 1.14 2.09
O 6.34 0.51 2.33
C 6.20 0.35 3.68
O 5.19 0.07 4.23
O 7.38 0.57 4.30
F 8.11 0.65 0.94
H 8.90 -0.21 3.13
H 9.11 1.49 3.63
H 7.43 2.21 1.97
*
```

---

[5]
C17H20Br3N2O9V | wB97M-V/def2-TZVPD

energy relative to the best compared isomer or geometry (same formula, charge and spin): 912.8 kJ/mol
calculated total energy: -10111.93757 hartree
highest occupied orbital energy: -0.3 eV
Kohn-Sham gap: 2.17 eV

Structure (ORCA input):
```
! RIJCOSX wB97M-V def2-TZVPD def2/J DEFGRID3
* xyz -2 1
O -2.11 -2.48 2.21
V -2.86 -1.17 1.70
O -1.78 -0.10 1.26
O -8.84 -3.36 -0.42
C -7.78 -4.21 -0.88
C -6.35 -3.59 -1.31
O -5.88 -2.41 -0.63
H -8.09 -4.95 -1.62
H -7.57 -4.89 -0.06
H -6.34 -3.31 -2.36
H -5.59 -4.37 -1.22
C -4.88 -1.44 6.02
C -5.33 -0.09 5.45
O -5.33 0.05 4.08
H -3.93 -1.86 5.72
H -5.52 -2.23 5.62
H -4.96 -1.42 7.11
H -4.87 0.71 6.03
H -6.35 -0.12 5.83
C 3.32 -2.35 2.08
C 4.10 -1.53 2.93
C 5.03 -0.68 2.28
C 5.22 -0.64 0.87
C 4.40 -1.57 0.17
C 3.48 -2.35 0.71
N 6.29 0.12 0.14
O 7.03 0.92 0.70
O 6.33 -0.03 -1.10
H 2.59 -3.02 2.50
H 3.87 -1.63 3.98
H 5.71 -0.07 2.86
H 4.39 -1.52 -0.91
H 2.84 -3.04 0.18
C 1.82 2.31 -3.94
C 2.40 3.51 -4.22
C 3.27 3.67 -5.27
C 3.62 2.51 -6.01
C 2.98 1.29 -5.75
C 2.10 1.17 -4.69
N 4.53 2.58 -7.21
O 4.69 1.61 -7.96
O 4.88 3.67 -7.59
H 1.09 2.21 -3.15
H 2.16 4.35 -3.59
H 3.72 4.61 -5.56
H 3.27 0.48 -6.40
H 1.53 0.26 -4.58
C -0.48 4.76 3.16
Br -0.68 4.59 5.13
Br 1.39 4.52 2.47
Br -1.36 6.47 2.56
H -1.18 4.08 2.68
*
```

---

[6]
C17H20BrFN6O2 | wB97M-V/def2-TZVPD

energy relative to the best compared isomer or geometry (same formula, charge and spin): 10.1 kJ/mol
calculated total energy: -3812.67344 hartree
highest occupied orbital energy: -8.9 eV
Kohn-Sham gap: 8.87 eV
SMILES string: O=C(NCC[C@@H](F)Cn1cc(C2(C3CC3)CC2)nn1)c1ncnc(O)c1Br

Structure (ORCA input):
```
! RIJCOSX wB97M-V def2-TZVPD def2/J DEFGRID3
* xyz 0 1
O -1.83 1.02 0.82
C -1.26 2.08 0.96
N -0.70 2.50 2.11
C -0.78 1.69 3.32
C 0.02 0.40 3.19
C 1.50 0.63 3.02
F 2.03 1.10 4.23
C 2.28 -0.62 2.65
N 2.04 -1.00 1.27
C 1.03 -1.75 0.75
C 1.23 -1.69 -0.60
C 0.45 -2.32 -1.69
C -0.94 -2.71 -1.26
C -1.74 -3.74 -1.99
C -1.19 -4.05 -0.63
C 0.68 -1.83 -3.09
C 1.22 -3.16 -2.67
N 2.33 -0.92 -0.83
N 2.81 -0.51 0.31
C -1.12 3.08 -0.17
N -1.07 4.37 0.22
C -0.99 5.28 -0.73
N -0.95 5.04 -2.04
C -0.97 3.78 -2.42
O -0.90 3.51 -3.72
C -1.05 2.72 -1.50
Br -0.95 0.96 -2.13
H -0.41 3.46 2.16
H -0.41 2.29 4.15
H -1.83 1.44 3.52
H -0.13 -0.21 4.08
H -0.36 -0.15 2.34
H 1.70 1.40 2.26
H 3.35 -0.43 2.75
H 2.01 -1.45 3.30
H 0.29 -2.24 1.35
H -1.51 -1.88 -0.85
H -2.80 -3.56 -2.08
H -1.30 -4.24 -2.84
H -0.35 -4.73 -0.58
H -1.88 -4.12 0.20
H -0.18 -1.82 -3.75
H 1.39 -1.02 -3.22
H 2.28 -3.24 -2.50
H 0.76 -4.06 -3.07
H -0.96 6.32 -0.43
H -0.85 4.36 -4.18
*
```

---

[7]
C17H20Cl39N2O2S | wB97M-V/def2-TZVPD

energy relative to the best compared isomer or geometry (same formula, charge and spin): 663.1 kJ/mol
calculated total energy: -19264.84723 hartree
highest occupied orbital energy: -12.3 eV
Kohn-Sham gap: 8.35 eV

Structure (ORCA input):
```
! RIJCOSX wB97M-V def2-TZVPD def2/J DEFGRID3
* xyz 1 1
O -3.50 -5.77 1.48
S -2.18 -6.06 0.73
O -1.70 -7.54 0.83
C -0.89 -4.82 1.39
C -1.17 -3.43 0.53
C -2.08 -2.11 0.87
N -1.86 -1.30 -0.39
C -0.96 -2.06 -1.38
N -0.48 -3.41 -0.82
H -2.36 -5.70 -0.64
H 0.22 -5.19 1.20
H -1.05 -4.59 2.55
H -2.70 -1.91 1.85
H -2.28 -0.36 -0.55
H -0.63 -1.69 -2.47
H 0.13 -4.14 -1.27
C -3.60 2.81 -0.83
Cl -3.19 1.19 -1.42
Cl -3.91 2.77 0.92
Cl -2.29 3.96 -1.20
H -4.50 3.15 -1.34
C 1.01 -4.03 -4.74
Cl 2.52 -4.40 -5.60
Cl 0.81 -5.11 -3.35
Cl 0.98 -2.34 -4.23
H 0.18 -4.20 -5.43
C 3.11 0.36 -6.65
Cl 4.56 0.51 -7.66
Cl 1.77 1.29 -7.34
Cl 2.66 -1.34 -6.47
H 3.34 0.76 -5.66
C -1.85 2.66 -9.34
Cl -1.67 0.91 -9.53
Cl -3.14 3.02 -8.18
Cl -0.33 3.40 -8.83
H -2.14 3.08 -10.31
C -0.01 -8.00 3.74
Cl 1.50 -8.37 2.89
Cl -0.21 -9.08 5.14
Cl -0.04 -6.31 4.25
H -0.85 -8.17 3.06
C 0.25 1.50 1.76
Cl -0.01 -0.12 1.09
Cl -0.04 2.73 0.52
Cl -0.80 1.77 3.16
H 1.29 1.58 2.08
C 2.77 -8.48 -4.16
Cl 1.33 -9.03 -3.28
Cl 2.34 -8.00 -5.81
Cl 3.54 -7.13 -3.30
H 3.48 -9.31 -4.21
C 4.22 3.61 0.64
Cl 3.16 3.13 -0.69
Cl 3.51 3.17 2.20
Cl 5.82 2.87 0.46
H 4.34 4.70 0.61
C -0.50 5.74 3.57
Cl -1.91 5.08 2.73
Cl -0.87 6.02 5.28
Cl 0.89 4.65 3.41
H -0.25 6.70 3.11
C 0.04 0.47 6.82
Cl -1.43 0.57 7.80
Cl -0.12 -0.80 5.59
Cl 0.39 2.03 6.06
H 0.88 0.21 7.47
C -5.17 7.16 2.64
Cl -4.76 5.54 2.04
Cl -5.48 7.13 4.38
Cl -3.87 8.31 2.27
H -6.08 7.50 2.13
C -2.12 8.04 8.54
Cl -1.77 6.35 8.11
Cl -0.69 9.05 8.28
Cl -3.49 8.64 7.59
H -2.39 8.08 9.59
C 6.47 0.53 -2.86
Cl 5.40 0.04 -4.19
Cl 5.75 0.08 -1.30
Cl 8.07 -0.21 -3.04
H 6.58 1.61 -2.89
*
```

---

[8]
C17H20F5ORu | wB97M-V/def2-TZVPD

energy relative to the best compared isomer or geometry (same formula, charge and spin): 126.0 kJ/mol
calculated total energy: -1328.96471 hartree
expectation value of S²: 6.065
highest occupied orbital energy (spin up / spin down): -2.4 / -3.6 eV
Kohn-Sham gap (spin up / spin down): 5.83 / 6.22 eV

Structure (ORCA input):
```
! RIJCOSX wB97M-V def2-TZVPD def2/J DEFGRID3
* xyz -1 5
Ru -0.05 -0.43 0.42
C 1.72 0.16 1.42
C 2.23 -0.71 0.37
C 2.41 0.09 -0.80
H 2.58 -1.73 0.52
C 2.09 1.43 -0.48
C 1.67 1.49 0.86
H 1.38 2.37 1.43
H 1.72 -0.09 2.49
H 2.81 -0.27 -1.74
H 2.18 2.28 -1.16
C -2.09 0.05 0.80
C -1.23 1.14 1.20
C -1.12 2.02 0.06
H -1.00 1.39 2.24
C -1.82 1.45 -1.01
C -2.39 0.22 -0.58
H -3.02 -0.46 -1.18
H -2.66 -0.58 1.51
H -0.61 2.99 0.05
H -1.96 1.90 -2.00
O 0.43 -1.99 -0.59
C -0.39 -0.31 -4.36
C 0.28 -1.52 -3.72
C 0.38 0.89 -4.01
C -1.85 -0.42 -4.19
C 0.53 -2.30 -1.92
H 1.37 -1.51 -3.89
H -0.27 -2.43 -4.03
H -0.08 -3.22 -2.07
H 1.61 -2.50 -2.01
H 0.52 1.68 -4.76
H 1.38 0.58 -3.75
H -0.15 1.32 -3.18
H -2.51 -0.54 -5.07
H -2.17 0.45 -3.66
H -2.01 -1.34 -3.61
F -1.10 -1.66 2.83
C -0.27 -2.10 1.82
F 0.97 -2.39 2.37
C -0.91 -3.43 1.29
F -1.50 -4.09 2.33
F -1.87 -3.13 0.37
F -0.03 -4.27 0.70
*
```

---

[9]
C17H20FN5 | wB97M-V/def2-TZVPD

energy relative to the best compared isomer or geometry (same formula, charge and spin): 121.4 kJ/mol
calculated total energy: -1033.43506 hartree
highest occupied orbital energy: -8.4 eV
Kohn-Sham gap: 9.09 eV
SMILES string: CN(Cc1cn(C)nc1-c1ccccc1F)Cc1nccn1C

Structure (ORCA input):
```
! RIJCOSX wB97M-V def2-TZVPD def2/J DEFGRID3
* xyz 0 1
C 0.25 0.46 2.19
N 1.11 0.42 1.03
C 2.16 1.43 1.12
C 3.17 1.25 0.04
N 3.53 2.17 -0.83
C 4.48 1.60 -1.61
C 4.70 0.31 -1.22
N 3.86 0.09 -0.16
C 3.75 -1.12 0.61
H 3.97 -1.98 -0.03
H 4.45 -1.11 1.44
H 2.73 -1.19 0.99
H 5.36 -0.45 -1.59
H 4.94 2.15 -2.41
H 1.77 2.45 1.04
H 2.65 1.31 2.09
C 0.33 0.58 -0.20
C -0.50 -0.64 -0.44
C -0.06 -1.93 -0.59
N -1.14 -2.73 -0.68
N -2.27 -2.03 -0.59
C -1.91 -0.76 -0.44
C -2.91 0.29 -0.31
C -2.88 1.45 -1.08
C -3.82 2.46 -0.94
C -4.83 2.31 -0.02
C -4.91 1.15 0.74
C -3.96 0.16 0.60
H -4.02 -0.74 1.18
H -5.71 1.03 1.45
H -5.57 3.09 0.09
H -3.74 3.34 -1.57
F -1.91 1.60 -2.02
C -1.18 -4.15 -0.86
H -0.71 -4.42 -1.81
H -0.67 -4.66 -0.05
H -2.23 -4.45 -0.88
H 0.94 -2.33 -0.64
H -0.30 1.47 -0.15
H 1.04 0.71 -1.03
H 0.84 0.27 3.09
H -0.51 -0.31 2.10
H -0.25 1.44 2.31
*
```